{"formula": "BeFH14O7", "method": "ωB97M-V/def2-TZVPD", "gap_ev": 7.78, "energy_ev": -17675.884, "charge": 1, "e_homo_ha": -0.4590, "symbols": ["Be", "F", "O", "H", "H", "O", "H", "H", "O", "H", "H", "O", "H", "H", "O", "H", "H", "O", "H", "H", "O", "H", "H"], "xyz": [[1.180, 0.977, 0.425], [-0.210, 0.525, 0.023], [2.167, -0.460, 0.302], [2.621, -0.990, 1.006], [1.786, -1.156, -0.274], [-0.912, 0.330, -2.528], [-0.549, 0.287, -1.590], [-0.357, 1.046, -2.900], [1.552, 2.273, -0.564], [2.460, 2.517, -0.662], [1.164, 2.423, -1.437], [-2.730, 0.515, 0.550], [-3.134, 0.907, -0.196], [-1.785, 0.544, 0.294], [1.201, 1.322, 2.135], [2.088, 1.222, 2.527], [0.592, 0.794, 2.659], [-0.336, -2.417, 0.811], [-0.357, -1.860, 1.593], [-0.146, -3.253, 1.262], [-2.510, -1.758, -1.122], [-2.013, -2.127, -1.846], [-1.772, -1.662, -0.468]], "forces_ev_per_a": [[-1.7902, -0.8636, 0.0428], [2.1358, 0.3600, 0.6317], [0.5341, -0.7727, 0.4025], [-0.4565, 0.8988, -0.7084], [-0.2295, 0.3943, 0.0850], [1.6809, 0.8150, 1.1822], [-1.1351, -0.1773, -1.6215], [-0.6898, -0.6163, -0.2202], [-0.1566, -0.5326, 0.3929], [1.2467, 0.5210, -0.0129], [-0.5455, -0.1740, 0.0877], [1.5104, -0.1600, 1.2271], [-1.0889, 0.4295, -1.2339], [-1.2422, -0.0842, 0.4286], [1.1665, 0.0159, -0.9256], [-0.4613, 0.2575, 0.2316], [-0.4531, -0.0350, 0.1891], [0.8729, -0.1787, 0.7608], [-0.4516, 0.6025, -0.0831], [-0.2227, -0.4119, -0.6292], [1.2031, 0.1088, 1.0307], [-0.0885, -0.2742, -0.8415], [-1.3388, -0.1230, -0.4165]]}